Record 1
The following is a DFT calculation (ωB97M-V/def2-TZVPD) of 9 unconnected molecules or ions with the total composition C51H56N5O10 in a non-equilibrium geometry.

Output
- Strongest force on any atom: 11.4 eV Å⁻¹
- Energy relative to the best compared isomer or geometry (same formula, charge and spin): 367.28 kJ/mol
- Net charge: +1
- HOMO energy: -9.53 eV
- Multiplicity: 1
- LUMO energy: -2.0 eV
- Orbital gap: 0.2763 Eh

Each line ends with the Mulliken charge.
Positions of all 122 atoms, in Å:
C -1.3895 3.4736 -1.0976  -1.77
C -1.4497 2.2829 -2.1086  -0.35
N -0.7860 1.0432 -1.6242  1.95
C 0.5145 0.6610 -1.8703  -2.39
C 0.8606 -0.5080 -1.0636  0.15
N -0.3106 -0.7324 -0.4142  0.82
C -1.2792 0.2063 -0.6274  -1.59
C -0.5563 -1.9184 0.6247  -0.47
H -0.4383 3.8957 -1.0166  0.52
H -1.6098 3.0939 -0.1466  0.09
H -2.0927 4.0777 -1.3491  0.84
H -1.1112 2.6258 -3.2178  0.18
H -2.3978 2.0810 -2.3131  0.09
H 1.3171 1.0291 -2.5251  0.22
H 1.6989 -1.1525 -0.9138  1.19
H -2.2356 0.4324 -0.2486  0.73
H -0.3557 -1.5406 1.7514  -0.07
H 0.2481 -2.4924 0.4046  -0.07
H -1.3100 -2.6211 0.5320  0.54
N 3.1717 -2.3754 0.8752  0.08
C 3.8786 -3.4938 0.9772  -0.72
C 3.8250 -4.2479 2.1464  -0.36
C 3.1252 -3.9021 3.2900  -0.43
C 2.4547 -2.6028 3.1776  0.08
C 2.5683 -1.8268 1.9962  -0.53
H 4.3487 -3.8171 0.2222  0.82
H 4.1660 -5.3113 2.1935  0.28
H 2.8942 -4.6873 4.0716  0.34
H 1.9139 -2.3701 4.2455  0.03
H 2.1581 -0.7635 1.8806  0.47
N 1.7042 2.7360 2.8837  -0.45
C 1.8860 2.4523 1.5268  -0.70
C 3.0967 1.8660 1.1537  -0.10
C 4.1614 1.5012 2.0036  -0.16
C 3.8094 1.7399 3.4175  -0.68
C 2.5348 2.2474 3.8193  -0.71
H 1.1179 2.6841 0.7727  0.46
H 3.1385 1.7120 0.1958  0.69
H 5.1464 1.0588 1.8096  0.43
H 4.4894 1.6352 4.2104  0.50
H 2.3331 2.0487 4.7111  0.75
N -2.4087 0.2999 3.4868  -0.19
C -1.3610 0.8885 4.0010  -0.15
C -0.4521 0.2107 4.9332  -0.88
C -0.5904 -1.1391 5.0108  -0.17
C -1.6976 -1.8448 4.4473  -0.64
C -2.5432 -1.0467 3.6313  -0.59
H -1.1946 1.9102 3.9885  0.58
H 0.3750 0.8015 5.3162  0.33
H 0.0752 -1.8845 5.4571  0.57
H -2.0183 -2.8909 4.4778  0.39
H -3.4222 -1.2148 3.2269  0.72
C -5.0642 -0.1249 -0.0606  -0.66
C -6.1792 0.6400 0.7625  -0.69
C -6.5205 1.9027 0.4223  0.11
C -6.1256 2.4905 -0.7796  -0.31
C -5.2019 1.8333 -1.6995  -0.31
C -4.7358 0.4339 -1.2882  0.67
O -3.9195 -0.1922 -2.1966  -0.26
O -7.4827 2.4505 1.2105  -0.59
H -4.8205 -1.2531 0.2468  0.24
H -6.6764 0.2290 1.4919  0.67
H -6.5224 3.5972 -0.9494  0.26
H -4.8883 2.4966 -2.6385  0.31
H -3.8957 -1.1229 -2.3179  0.34
H -7.7862 1.9349 1.9903  0.33
C 2.4834 -6.1278 -3.3972  -0.67
C 1.3820 -7.0703 -2.7251  -0.83
C 0.5897 -6.6178 -1.6901  0.39
C 0.8606 -5.2536 -1.2622  -0.48
C 1.6478 -4.4339 -1.9556  0.68
C 2.5453 -4.8519 -2.9585  0.18
O 3.4309 -3.9074 -3.5351  -0.36
O -0.1226 -7.3331 -0.8138  -0.52
H 3.1334 -6.4499 -4.2128  0.39
H 1.2251 -8.0619 -2.9578  0.35
H 0.3319 -4.7542 -0.4449  0.33
H 1.6631 -3.1932 -1.6091  0.08
H 4.2254 -4.1814 -3.9480  0.23
H -0.4314 -8.3081 -1.1274  0.37
C 5.4965 -0.0607 -2.1170  -1.04
C 4.2138 0.6608 -2.7959  -0.43
C 4.2100 2.0954 -2.5644  0.60
C 5.2433 2.7467 -1.7372  -0.59
C 6.2689 2.0924 -1.1286  -0.60
C 6.3738 0.6758 -1.1898  0.93
O 7.2811 -0.1327 -0.5932  -0.53
O 3.3305 2.8430 -3.2103  -0.41
H 5.4390 -1.0602 -2.2131  0.62
H 3.3708 0.4190 -3.4253  0.50
H 5.2424 3.8390 -1.7427  0.30
H 6.9123 2.7367 -0.4218  0.20
H 7.7011 0.4661 0.0757  0.37
H 3.5485 3.6212 -3.3872  0.22
C -4.4211 3.2115 3.5023  -0.29
C -4.4268 4.0529 4.6767  -0.78
C -3.5133 5.0526 4.7961  0.49
C -2.6735 5.3900 3.6333  -0.47
C -2.7666 4.7238 2.3952  -0.44
C -3.7149 3.5932 2.2680  0.10
O -3.6755 2.8139 1.1345  0.13
O -3.4695 5.7959 5.8705  -0.57
H -5.1078 2.5058 3.6800  0.57
H -4.8799 3.6126 5.5007  0.39
H -1.8298 6.1553 3.7086  0.27
H -2.0779 4.9777 1.5289  0.22
H -4.2053 2.0502 0.8897  -0.02
H -4.4363 6.1386 5.9469  0.37
C -0.0924 -1.8593 -4.3049  -0.43
C -1.4595 -1.2568 -4.0514  -0.33
C -1.7561 -0.0915 -4.7295  0.50
C -0.7177 0.6430 -5.4457  -0.78
C 0.6031 -0.0067 -5.5198  -0.38
C 0.8818 -1.2456 -5.0970  0.15
O 2.1102 -1.8169 -5.3238  -0.55
O -2.9823 0.5096 -4.6476  -0.73
H 0.0400 -2.8581 -4.0452  0.77
H -2.1858 -1.8247 -3.2549  -0.21
H -0.9905 1.5353 -5.8306  0.76
H 1.3519 0.5208 -5.9878  0.56
H 2.1258 -2.7730 -5.0660  0.21
H -3.5091 0.4254 -3.6655  0.44

Record 2
The following is a DFT calculation (ωB97M-V/def2-TZVPD) of 7 unconnected molecules or ions with the total composition C51H57O12P in a non-equilibrium geometry.

Output
- Structure (SMILES): CCCCCCCCCCCCCCCP.O=C1C=CC(=O)C=C1.O=C1C=CC(=O)C=C1.O=C1C=CC(=O)C=C1.O=C1C=CC(=O)C=C1.O=C1C=CC(=O)C=C1.O=C1C=CC(=O)C=C1
- Strongest force on any atom: 1.1 eV Å⁻¹
- Energy relative to the best compared isomer or geometry (same formula, charge and spin): 0.00 kJ/mol
- HOMO energy: -8.59 eV
- Multiplicity: 1
- LUMO energy: -1.8 eV
- Orbital gap: 0.2498 Eh

Each line ends with the Mulliken charge.
Positions of all 121 atoms, in Å:
C 4.4047 -0.0379 0.0060  -0.68
C 5.5247 0.1356 -1.0188  -0.12
C 5.1859 1.0593 -2.1940  -1.23
C 3.7416 0.9898 -2.6864  0.62
C 3.3803 -0.3813 -3.2421  -0.71
C 2.0934 -0.3639 -4.0708  -0.41
C 1.2539 -1.6398 -4.0098  -1.36
C 0.3050 -1.7639 -2.8212  -0.37
C 0.9336 -2.2727 -1.5239  0.69
C 0.0444 -2.0454 -0.2820  -1.09
C 0.5202 -0.8919 0.6307  0.05
C -0.1373 0.4308 0.2004  0.21
C 0.7051 1.6747 0.4614  -0.18
C 0.1419 2.8437 -0.3691  -1.08
C 0.7524 2.8263 -1.7711  1.16
P -0.4274 3.3969 -3.0652  -0.15
H 3.9662 0.9087 0.3081  0.16
H 3.6548 -0.7392 -0.3347  -0.03
H 4.8357 -0.4755 0.9036  0.54
H 6.3664 0.5722 -0.4890  -0.06
H 5.8347 -0.8510 -1.3545  0.34
H 5.8127 0.7925 -3.0448  0.43
H 5.4221 2.0877 -1.9293  0.38
H 3.0655 1.2836 -1.8878  -0.84
H 3.6626 1.6839 -3.5200  0.59
H 3.3736 -1.1362 -2.4657  0.53
H 4.1986 -0.6477 -3.9099  0.31
H 1.4497 0.4838 -3.8395  -0.02
H 2.3939 -0.2334 -5.1075  0.52
H 0.6223 -1.6453 -4.8977  0.50
H 1.8820 -2.5246 -4.0944  0.31
H -0.4406 -2.5041 -3.1089  0.38
H -0.2547 -0.8460 -2.6645  0.23
H 1.8934 -1.8154 -1.3211  -0.85
H 1.0344 -3.3480 -1.6256  0.42
H -0.0209 -2.9540 0.3095  0.57
H -0.9603 -1.7804 -0.6058  -0.04
H 0.1978 -1.1228 1.6399  -0.01
H 1.6054 -0.8340 0.6371  0.19
H -0.3526 0.3725 -0.8623  0.21
H -1.0673 0.5612 0.7402  -0.02
H 0.6261 1.9626 1.5088  0.27
H 1.7445 1.4824 0.2026  -0.23
H -0.9195 2.6443 -0.4910  0.33
H 0.2895 3.8043 0.1133  0.47
H 0.9778 1.7883 -2.0008  -1.30
H 1.7064 3.3462 -1.8005  0.47
H -0.4122 4.7982 -2.9002  0.03
H 0.3468 3.2809 -4.2398  -0.05
O 0.6683 -1.2455 3.8869  -0.58
C 0.7983 -0.2747 4.6041  0.18
C 0.1197 -0.1918 5.9201  -0.49
C 0.2664 0.8751 6.7009  -0.40
C 1.1118 2.0231 6.2889  0.23
O 1.2466 2.9951 7.0016  -0.56
C 1.7890 1.9382 4.9696  -0.43
C 1.6444 0.8717 4.1875  -0.31
H -0.4957 -1.0334 6.2092  0.77
H -0.2215 0.9563 7.6644  0.46
H 2.4000 2.7864 4.6879  0.43
H 2.1287 0.7875 3.2222  0.65
O -3.2604 1.2537 -0.2473  -0.57
C -4.0246 0.4370 0.2195  0.51
C -4.8676 0.7562 1.3990  -0.48
C -5.7013 -0.1436 1.9137  -0.48
C -5.8220 -1.5029 1.3300  0.40
O -6.5874 -2.3209 1.7965  -0.60
C -4.9777 -1.8215 0.1536  -0.46
C -4.1463 -0.9214 -0.3636  -0.31
H -4.7628 1.7530 1.8085  0.48
H -6.3258 0.0670 2.7727  0.46
H -5.0837 -2.8172 -0.2574  0.44
H -3.5254 -1.1308 -1.2254  0.55
O 12.5784 0.7739 -0.3415  -0.55
C 11.4791 0.8595 0.1615  0.38
C 10.7656 2.1590 0.2374  -0.32
C 9.5597 2.2525 0.7913  -0.39
C 8.8770 1.0618 1.3552  0.46
O 7.7759 1.1469 1.8559  -0.56
C 9.5894 -0.2375 1.2790  -0.33
C 10.7952 -0.3313 0.7251  -0.34
H 11.2811 3.0143 -0.1803  0.40
H 9.0216 3.1896 0.8573  0.43
H 9.0729 -1.0928 1.6957  0.42
H 11.3325 -1.2687 0.6582  0.40
O -2.0132 4.4962 -5.6419  -0.51
C -2.1856 3.7914 -6.6131  0.49
C -3.3771 3.9641 -7.4812  -0.36
C -3.5744 3.1914 -8.5459  -0.40
C -2.6110 2.1238 -8.9119  0.35
O -2.7902 1.4210 -9.8836  -0.55
C -1.4200 1.9501 -8.0442  -0.45
C -1.2224 2.7228 -6.9795  -0.07
H -4.0673 4.7479 -7.1967  0.42
H -4.4365 3.3005 -9.1914  0.39
H -0.7304 1.1653 -8.3279  0.43
H -0.3607 2.6107 -6.3353  0.24
O -7.3991 -1.2068 -2.4790  -0.57
C -8.5020 -1.2433 -1.9753  0.47
C -9.3099 -0.0102 -1.8057  -0.42
C -10.5169 -0.0483 -1.2477  -0.33
C -11.1062 -1.3255 -0.7726  0.35
O -12.2067 -1.3591 -0.2661  -0.55
C -10.2970 -2.5580 -0.9418  -0.35
C -9.0902 -2.5197 -1.5000  -0.26
H -8.8614 0.9097 -2.1589  0.43
H -11.1232 0.8384 -1.1136  0.41
H -10.7437 -3.4777 -0.5866  0.41
H -8.4829 -3.4060 -1.6316  0.40
O -1.9547 -1.5948 7.6113  -0.55
C -1.7816 -2.7006 8.0866  0.67
C -0.4611 -3.3752 8.0209  -0.18
C -0.2804 -4.5855 8.5419  -0.51
C -1.3897 -5.3107 9.2112  0.29
O -1.2234 -6.4121 9.6871  -0.54
C -2.7094 -4.6343 9.2756  -0.40
C -2.8900 -3.4239 8.7545  -0.44
H 0.3371 -2.8328 7.5308  0.44
H 0.6730 -5.0966 8.5051  0.42
H -3.5049 -5.1799 9.7667  0.40
H -3.8431 -2.9121 8.7905  0.41